1.
{"formula": "C4H5O2P", "method": "the ωB97M-V functional and the def2-TZVPD basis", "elements": ["C", "C", "C", "C", "O", "O", "P", "H", "H", "H", "H", "H"], "positions_angstrom": [[1.4423, 0.5758, -0.3021], [0.9133, -0.1942, 0.8700], [0.6360, 0.6473, -1.3784], [-0.2655, -0.7511, 0.6456], [-1.1085, -1.5077, 1.3709], [-1.9153, 0.7769, -0.9489], [-0.8153, -0.4094, -1.2097], [2.3786, 1.0120, -0.0555], [1.4517, -0.3022, 1.8893], [0.9673, 1.1905, -2.2819], [-0.8770, -1.3331, 2.3046], [-2.8077, 0.2952, -0.9039]], "multiplicity": 1, "relative_energy_kcal_mol": 15.8, "homo_lumo_gap_ev": 8.67, "smiles": "OC1=P(O)=CC=C1"}



2.
{"formula": "C4H10OS", "method": "the ωB97M-V functional and the def2-TZVPD basis", "elements": ["C", "O", "C", "C", "C", "S", "H", "H", "H", "H", "H", "H", "H", "H", "H", "H"], "positions_angstrom": [[-1.0707, 1.2176, 1.0857], [-0.4840, 2.1597, 2.0681], [0.0024, 0.1062, 0.8379], [-0.0192, -0.2612, -0.6133], [1.2227, -0.9670, -1.2069], [0.8837, -1.6263, -2.8766], [-2.0516, 0.8534, 1.3905], [-1.2615, 1.8048, 0.1667], [-0.9304, 2.0945, 2.9155], [-0.2515, -0.7669, 1.4383], [1.0447, 0.3611, 1.3044], [-0.1609, 0.6707, -1.1711], [-0.9885, -0.7765, -0.8638], [1.9914, -0.2571, -1.3268], [1.6475, -1.7138, -0.5297], [0.4260, -2.8991, -2.6189]], "multiplicity": 1, "relative_energy_kcal_mol": 19.6, "homo_lumo_gap_ev": 9.97, "smiles": "OCCCCS"}



3.
{"formula": "C2H3NO3", "method": "the ωB97M-V functional and the def2-TZVPD basis", "elements": ["C", "C", "N", "O", "O", "O", "H", "H", "H"], "positions_angstrom": [[1.1430, 0.8414, 0.4389], [0.1092, -0.4979, -0.1791], [-0.5236, -0.0108, -1.3031], [-0.6243, 0.1624, 1.1392], [1.7846, 1.4682, 1.1355], [0.5130, -1.6357, -0.0560], [-0.4949, -0.4581, 1.8731], [-0.9978, 0.8698, -1.1634], [-0.9092, -0.7393, -1.8851]], "multiplicity": 1, "relative_energy_kcal_mol": 67.9, "homo_lumo_gap_ev": 11.00}



4.
{"formula": "C6H10O", "method": "the ωB97M-V functional and the def2-TZVPD basis", "elements": ["C", "C", "C", "C", "C", "C", "H", "H", "H", "H", "H", "H", "H", "H", "H", "H", "O"], "positions_angstrom": [[-2.1414, 0.0698, 0.0676], [-0.8127, -0.6039, -0.0508], [0.3464, -0.4758, 0.9193], [0.7093, 1.0336, 0.7165], [0.3103, -0.1542, -1.0510], [1.2725, -1.0865, -0.1042], [-1.9976, 1.1038, 0.1402], [-2.7467, -0.1491, -0.8023], [-2.5430, -0.2142, 1.0242], [-0.9698, -1.7240, 0.0084], [0.3151, -0.8059, 2.0014], [1.7104, 1.2808, 1.1614], [-0.0025, 1.7074, 1.2110], [0.1998, -0.2568, -2.0820], [2.3748, -0.7600, 0.0533], [1.1458, -2.1761, -0.1387], [0.5510, 1.1620, -0.6951]], "multiplicity": 1, "relative_energy_kcal_mol": 40.8, "homo_lumo_gap_ev": 10.40}



5.
{"formula": "CH14N2O4", "method": "the ωB97M-V functional and the def2-TZVPD basis", "elements": ["N", "C", "N", "H", "H", "H", "H", "H", "H", "H", "H", "O", "H", "H", "O", "H", "H", "O", "H", "H", "O"], "positions_angstrom": [[-0.9014, -1.0672, -0.4716], [-0.9632, -2.1177, -1.5162], [-0.5229, -1.6687, -2.8172], [0.0840, -0.8377, -0.3550], [-1.1578, -1.5374, 0.3838], [-2.0209, -2.3674, -1.5585], [-0.3683, -2.9966, -1.2636], [0.4498, -1.3654, -2.7730], [-1.0378, -0.8313, -3.0546], [0.0177, 1.5575, 2.3265], [-0.0780, 0.9533, 0.8804], [0.0794, 0.7410, 1.8142], [-3.2440, -1.5960, 1.3892], [-2.5513, -0.8503, 2.5752], [-2.8080, -1.7109, 2.2364], [2.3359, 0.6813, 1.7504], [2.7894, 2.0009, 1.1736], [3.1170, 1.2420, 1.6697], [1.6269, 4.3873, -0.7068], [3.0152, 3.8100, -1.0008], [2.1384, 3.5732, -0.6822]], "multiplicity": 1, "relative_energy_kcal_mol": 19.0, "homo_lumo_gap_ev": 10.15, "smiles": "NCN.O.O.O.O"}



6.
{"formula": "C29H81AsF8N8O14S2V", "method": "the ωB97M-V functional and the def2-TZVPD basis", "elements": ["O", "V", "O", "As", "F", "F", "F", "F", "F", "F", "N", "S", "O", "O", "F", "S", "O", "O", "F", "C", "O", "H", "H", "H", "H", "C", "C", "C", "O", "C", "N", "H", "H", "H", "H", "H", "H", "H", "H", "H", "H", "H", "C", "C", "C", "O", "C", "N", "H", "H", "H", "H", "H", "H", "H", "H", "H", "H", "H", "C", "C", "C", "O", "C", "N", "H", "H", "H", "H", "H", "H", "H", "H", "H", "H", "H", "C", "C", "C", "O", "C", "N", "H", "H", "H", "H", "H", "H", "H", "H", "H", "H", "H", "C", "C", "C", "O", "C", "N", "H", "H", "H", "H", "H", "H", "H", "H", "H", "H", "H", "C", "C", "C", "O", "C", "N", "H", "H", "H", "H", "H", "H", "H", "H", "H", "H", "H", "C", "C", "C", "O", "C", "N", "H", "H", "H", "H", "H", "H", "H", "H", "H", "H", "H"], "positions_angstrom": [[1.2863, 2.8454, -4.2552], [2.3697, 2.1974, -3.2874], [3.0378, 3.2658, -2.2899], [6.1420, -1.8314, -0.2902], [5.1129, -0.3808, -0.5319], [7.1107, -1.4329, -1.7600], [7.2549, -3.2258, -0.1115], [5.2693, -2.3423, 1.1595], [5.0720, -2.7767, -1.4018], [7.2738, -0.8913, 0.7031], [0.7542, 0.0928, -1.6571], [-0.2804, -0.8896, -2.1481], [-1.6657, -0.4723, -2.1560], [0.0006, -2.2700, -1.8091], [0.2345, -0.8420, -3.6776], [0.4173, -0.0364, -0.0352], [1.1707, -1.0997, 0.6710], [-0.9014, 0.4005, 0.4079], [1.3659, 1.2032, 0.3544], [-1.9543, -0.2901, 4.9689], [-1.0130, -1.0744, 4.3187], [-1.4310, 0.4899, 5.5220], [-2.5009, 0.1754, 4.1487], [-2.7014, -0.7544, 5.6127], [-1.5018, -1.3799, 3.5511], [5.9560, -0.2718, -6.3739], [5.2894, 0.8234, -5.5592], [5.3406, 2.2250, -6.1497], [4.6687, 3.0868, -5.3228], [4.8128, 4.4648, -5.6814], [3.9671, 0.3922, -5.3262], [6.9650, 0.0258, -6.6592], [5.4333, -0.5144, -7.2991], [5.9601, -1.2151, -5.8278], [5.9188, 0.9347, -4.6763], [4.7257, 2.2192, -7.0497], [6.3712, 2.4787, -6.3978], [5.8265, 4.8630, -5.6369], [4.1318, 5.0476, -5.0613], [4.4181, 4.5970, -6.6888], [4.0388, -0.5829, -5.0729], [3.4733, 0.3800, -6.2071], [3.0258, -7.2337, -0.5654], [3.2466, -6.6604, 0.7925], [4.7602, -6.7601, 1.1926], [4.9644, -6.1592, 2.4866], [6.2071, -6.5740, 2.9893], [2.9026, -5.2647, 0.7014], [3.4780, -6.6487, -1.3662], [1.9585, -7.4069, -0.7031], [3.5407, -8.1927, -0.5083], [2.6250, -7.0935, 1.5762], [5.3402, -6.2358, 0.4331], [5.0857, -7.7970, 1.1079], [6.9894, -6.2617, 2.2975], [6.3163, -7.6483, 3.1383], [6.5153, -6.0656, 3.9028], [3.4345, -4.8750, -0.0637], [1.9827, -5.3274, 0.2890], [-6.9646, -2.0452, 5.0082], [-7.5806, -2.2291, 3.6262], [-6.7646, -1.5208, 2.4374], [-7.2656, -1.6870, 1.1842], [-6.3449, -1.2965, 0.2218], [-7.5035, -3.6521, 3.4126], [-7.0676, -0.9853, 5.2410], [-5.8919, -2.2382, 4.9978], [-7.4765, -2.6161, 5.7829], [-8.6144, -1.8874, 3.5756], [-5.7288, -1.8424, 2.5461], [-6.8382, -0.4573, 2.6648], [-5.9814, -0.2814, 0.3810], [-6.8758, -1.3616, -0.7279], [-5.4940, -1.9770, 0.2521], [-6.7316, -4.0453, 3.9320], [-7.2554, -3.6793, 2.4340], [-8.0073, 4.9203, -4.3612], [-7.0747, 5.6187, -3.4131], [-6.0328, 4.6072, -2.8980], [-5.2228, 5.0812, -1.7752], [-4.2217, 4.1567, -1.4164], [-6.3885, 6.7281, -4.0559], [-8.9072, 5.5338, -4.4051], [-8.4108, 3.9964, -3.9470], [-7.4736, 4.6535, -5.2734], [-7.5879, 6.0191, -2.5387], [-5.4079, 4.4463, -3.7765], [-6.5238, 3.6828, -2.5939], [-3.4430, 4.0414, -2.1704], [-4.5668, 3.1274, -1.3188], [-3.8523, 4.4117, -0.4232], [-5.7961, 6.2727, -4.7354], [-5.7475, 7.2290, -3.4573], [4.5948, 2.5572, 3.7215], [4.5979, 1.0196, 3.8995], [5.7826, 0.5642, 4.7183], [5.8761, -0.8222, 4.7208], [7.2127, -1.2883, 5.0646], [3.3274, 0.7076, 4.4922], [3.8519, 2.9289, 3.0157], [5.5575, 2.8194, 3.2828], [4.4762, 3.1568, 4.6241], [4.7363, 0.6459, 2.8850], [5.7011, 0.9772, 5.7237], [6.6409, 1.0708, 4.2771], [7.9894, -0.9817, 4.3640], [7.1311, -2.3752, 5.0715], [7.5273, -0.8631, 6.0177], [2.6815, 1.3058, 3.9971], [3.3623, 1.2439, 5.3473], [0.7634, 4.4522, 9.2083], [0.7033, 3.6921, 7.9051], [0.6793, 4.6053, 6.6690], [0.3269, 3.7768, 5.5773], [0.0686, 4.5594, 4.3916], [1.8635, 2.7690, 7.9095], [0.6701, 3.8224, 10.0931], [-0.1319, 5.0431, 9.4015], [1.5927, 5.1536, 9.3001], [-0.2468, 3.1608, 7.8485], [1.6813, 5.0297, 6.6062], [-0.0921, 5.3451, 6.8829], [0.2972, 3.9025, 3.5524], [0.6324, 5.4812, 4.2483], [-0.9963, 4.7844, 4.3322], [2.6719, 3.1437, 8.3851], [1.5981, 2.0038, 8.5128], [-3.9013, -4.1468, -7.0626], [-4.8326, -2.9802, -6.7327], [-4.3268, -1.5450, -7.1968], [-5.2370, -0.5309, -6.7823], [-5.3255, -0.1999, -5.3816], [-6.1534, -3.2459, -7.2785], [-3.0177, -4.0674, -6.4294], [-3.5094, -4.0664, -8.0765], [-4.3368, -5.1460, -7.0627], [-4.9043, -3.0750, -5.6492], [-4.2941, -1.4358, -8.2809], [-3.3549, -1.2839, -6.7781], [-6.1824, 0.4393, -5.1691], [-4.5479, 0.5175, -5.1193], [-5.2444, -1.0738, -4.7352], [-6.4601, -4.2041, -7.1902], [-6.0494, -3.5014, -8.2501]], "charge": -1, "multiplicity": 1, "homo_lumo_gap_ev": 4.31}



7.
{"formula": "Cl11Mg5", "method": "the ωB97M-V functional and the def2-TZVPD basis", "elements": ["Mg", "Mg", "Mg", "Mg", "Mg", "Cl", "Cl", "Cl", "Cl", "Cl", "Cl", "Cl", "Cl", "Cl", "Cl", "Cl"], "positions_angstrom": [[2.4385, 3.7680, 1.5059], [-3.8542, 1.5409, -0.3838], [0.5336, -3.3165, -2.3479], [0.2508, 0.1396, 0.1292], [-1.0791, -2.6025, 3.5000], [-4.4522, -0.6819, 0.2931], [1.5043, 1.7562, 1.1111], [3.3132, -1.3185, 3.5895], [0.5550, 3.0447, -3.7361], [3.2314, -3.5072, 0.6936], [-3.2923, 2.6678, 1.7127], [-1.6224, 1.0067, -1.1875], [-0.5151, -0.7163, 2.2423], [3.7081, 2.5574, -2.5160], [1.0935, -1.3931, -1.3971], [-1.8133, -2.9453, -3.2091]], "charge": -1, "multiplicity": 1, "homo_lumo_gap_ev": 1.94}



8.
{"formula": "C6H10O", "method": "the ωB97M-V functional and the def2-TZVPD basis", "elements": ["C", "O", "C", "C", "C", "C", "C", "H", "H", "H", "H", "H", "H", "H", "H", "H", "H"], "positions_angstrom": [[-1.9229, -0.2575, -0.8616], [-0.8741, -0.9407, -0.2186], [0.2746, -0.1983, 0.1959], [1.4895, -0.9450, -0.3616], [0.2856, -0.1901, 1.7275], [0.3072, 1.1890, -0.3178], [0.4053, 2.3123, -0.7418], [-1.6244, 0.1119, -1.8509], [-2.7266, -0.9881, -0.9834], [-2.2969, 0.5905, -0.2735], [1.4316, -1.9944, -0.0575], [2.4214, -0.5086, 0.0110], [1.4864, -0.8938, -1.4540], [1.1821, 0.3049, 2.1140], [0.2657, -1.2250, 2.0830], [-0.5974, 0.3272, 2.1139], [0.4930, 3.3058, -1.1246]], "multiplicity": 1, "relative_energy_kcal_mol": 45.4, "homo_lumo_gap_ev": 10.57, "smiles": "C#CC(C)(C)OC"}